Entry 1:
{"formula": "C25H56Br12NO13P3", "method": "ωB97M-V/def2-TZVPD", "elements": ["C", "O", "N", "C", "C", "H", "H", "H", "H", "H", "H", "H", "C", "Br", "Br", "Br", "H", "C", "Br", "Br", "Br", "H", "C", "Br", "Br", "Br", "H", "C", "Br", "Br", "Br", "H", "C", "C", "O", "P", "O", "O", "C", "C", "O", "C", "C", "H", "H", "H", "H", "H", "H", "H", "H", "H", "H", "H", "H", "H", "H", "H", "C", "C", "O", "P", "O", "O", "C", "C", "O", "C", "C", "H", "H", "H", "H", "H", "H", "H", "H", "H", "H", "H", "H", "H", "H", "H", "C", "C", "O", "P", "O", "O", "C", "C", "O", "C", "C", "H", "H", "H", "H", "H", "H", "H", "H", "H", "H", "H", "H", "H", "H", "H"], "positions_angstrom": [[-1.80, 3.29, -4.86], [-0.73, 3.72, -4.52], [-2.15, 1.98, -4.83], [-3.31, 1.50, -5.52], [-1.19, 1.00, -4.34], [-2.63, 3.94, -5.22], [-3.10, 0.56, -6.05], [-3.70, 2.22, -6.23], [-4.14, 1.23, -4.85], [-0.69, 1.29, -3.43], [-1.69, 0.03, -4.23], [-0.42, 0.88, -5.12], [-2.18, -5.00, 2.22], [-0.33, -4.87, 2.80], [-3.21, -3.68, 3.15], [-2.84, -6.76, 2.54], [-2.18, -4.72, 1.18], [-3.48, 4.09, 1.70], [-1.91, 3.76, 2.73], [-4.74, 2.64, 1.78], [-3.01, 4.48, -0.14], [-3.96, 4.99, 2.06], [0.28, -6.73, -2.37], [-1.64, -6.56, -2.37], [0.87, -8.35, -3.20], [0.97, -6.55, -0.58], [0.65, -5.88, -2.93], [-6.87, -2.55, -1.21], [-5.88, -2.10, 0.37], [-6.73, -1.13, -2.51], [-8.70, -2.96, -0.82], [-6.41, -3.42, -1.64], [-2.01, 7.18, 4.87], [-1.14, 7.22, 3.64], [-0.06, 6.29, 3.83], [0.99, 6.03, 2.69], [2.18, 6.86, 2.74], [0.19, 6.17, 1.32], [0.61, 7.08, 0.29], [-0.54, 8.00, -0.07], [1.24, 4.49, 2.83], [2.02, 3.82, 1.78], [2.35, 2.45, 2.25], [-1.46, 7.47, 5.76], [-2.91, 7.78, 4.73], [-2.36, 6.16, 5.08], [-1.70, 6.98, 2.73], [-0.72, 8.22, 3.47], [1.48, 7.65, 0.61], [0.88, 6.46, -0.57], [-0.22, 8.77, -0.78], [-1.32, 7.42, -0.58], [-0.96, 8.48, 0.80], [1.38, 3.83, 0.90], [2.90, 4.44, 1.55], [3.03, 1.99, 1.52], [2.94, 2.43, 3.17], [1.48, 1.81, 2.31], [7.41, -2.53, -0.91], [6.40, -1.81, -0.05], [5.88, -2.72, 0.93], [4.47, -2.42, 1.60], [4.31, -1.04, 2.03], [3.39, -2.86, 0.54], [3.24, -4.24, 0.18], [3.15, -4.36, -1.32], [4.38, -3.54, 2.68], [5.19, -3.50, 3.88], [4.56, -4.46, 4.85], [7.63, -1.90, -1.77], [8.34, -2.73, -0.37], [7.02, -3.48, -1.26], [6.82, -0.94, 0.46], [5.58, -1.46, -0.69], [4.04, -4.85, 0.62], [2.34, -4.63, 0.67], [3.14, -5.41, -1.63], [2.22, -3.90, -1.67], [4.02, -3.90, -1.77], [6.22, -3.76, 3.63], [5.22, -2.48, 4.25], [5.07, -4.47, 5.82], [3.54, -4.12, 5.04], [4.51, -5.46, 4.44], [-3.56, -3.83, -3.35], [-2.34, -3.00, -3.06], [-2.70, -1.93, -2.19], [-2.14, -1.84, -0.72], [-2.38, -3.03, 0.09], [-0.61, -1.50, -0.94], [0.39, -2.09, -0.07], [0.25, -1.56, 1.33], [-2.79, -0.53, -0.17], [-2.42, 0.79, -0.66], [-3.40, 1.22, -1.72], [-3.31, -4.70, -3.96], [-3.97, -4.25, -2.43], [-4.30, -3.22, -3.87], [-1.55, -3.61, -2.61], [-1.92, -2.58, -3.98], [0.26, -3.18, -0.10], [1.32, -1.86, -0.57], [0.17, -0.48, 1.32], [-0.70, -1.92, 1.75], [1.01, -1.93, 2.02], [-2.49, 1.42, 0.22], [-1.39, 0.77, -1.02], [-3.09, 2.19, -2.13], [-3.48, 0.51, -2.54], [-4.39, 1.30, -1.28]], "gap_ev": 9.250, "e_above_lowest_kcal_mol": 0.0, "energy_ha": -33931.57984}


Entry 2:
{"formula": "C9H14N2PPtS", "method": "ωB97M-V/def2-TZVPD", "elements": ["C", "C", "C", "C", "C", "Pt", "P", "H", "H", "H", "H", "H", "H", "H", "H", "C", "N", "C", "C", "N", "C", "S", "H", "H", "H", "H", "H", "H"], "positions_angstrom": [[-1.24, -1.32, -0.32], [-0.70, -2.40, -1.00], [0.26, -2.22, -2.01], [0.52, -0.96, -2.61], [0.21, 0.21, -1.99], [0.12, 0.04, -0.04], [-0.42, 0.12, 2.21], [-2.17, -1.36, 0.29], [-1.04, -3.41, -0.75], [0.70, -3.11, -2.47], [0.33, 1.21, -2.44], [1.00, -0.92, -3.60], [0.72, 0.23, 3.04], [-1.13, -0.96, 2.80], [-1.24, 1.22, 2.57], [1.08, 4.61, -0.76], [0.92, 4.25, 0.65], [0.54, 5.10, 1.68], [0.54, 4.37, 2.82], [0.96, 3.10, 2.48], [1.17, 3.01, 1.14], [1.80, 1.68, 0.28], [2.08, 4.35, -1.10], [0.35, 4.08, -1.37], [0.92, 5.69, -0.87], [0.33, 6.14, 1.50], [0.30, 4.65, 3.83], [1.03, 2.30, 3.11]], "spin_multiplicity": 5, "gap_ev": [4.245, 5.479], "charge": 1, "energy_ha": -1319.19464}


Entry 3:
{"formula": "HNO4P", "method": "ωB97M-V/def2-TZVPD", "elements": ["N", "O", "O", "O", "O", "P", "H"], "positions_angstrom": [[1.98, 0.50, 0.21], [-2.69, 0.66, -0.62], [-0.92, 0.30, 1.30], [-0.97, -1.26, -0.76], [2.17, 0.33, -0.95], [-1.55, -0.09, -0.02], [1.98, -0.44, 0.83]], "gap_ev": 8.526, "charge": -1, "e_above_lowest_kcal_mol": 5.1, "energy_ha": -697.73695}


Entry 4:
{"formula": "C14H36LiN3O13", "method": "ωB97M-V/def2-TZVPD", "elements": ["Li", "N", "O", "O", "O", "C", "N", "O", "O", "H", "H", "H", "C", "N", "O", "O", "H", "H", "H", "C", "O", "C", "C", "O", "C", "H", "H", "H", "H", "H", "H", "H", "H", "H", "H", "C", "O", "C", "C", "O", "C", "H", "H", "H", "H", "H", "H", "H", "H", "H", "H", "C", "O", "C", "C", "O", "C", "H", "H", "H", "H", "H", "H", "H", "H", "H", "H"], "positions_angstrom": [[-14.91, -42.67, -5.50], [-16.82, -39.37, -4.43], [-16.66, -39.49, -5.65], [-16.22, -40.12, -3.75], [-17.46, -38.50, -3.92], [-14.43, -35.84, -0.63], [-13.64, -36.97, -0.09], [-14.10, -37.61, 0.83], [-12.58, -37.20, -0.66], [-15.41, -36.27, -0.82], [-13.99, -35.55, -1.58], [-14.42, -35.02, 0.10], [-15.99, -38.24, -11.26], [-15.31, -38.84, -12.43], [-15.64, -39.84, -12.96], [-14.43, -38.13, -12.89], [-17.05, -38.51, -11.30], [-15.84, -37.16, -11.28], [-15.54, -38.70, -10.38], [-24.20, -41.41, -3.43], [-23.07, -41.67, -2.66], [-22.58, -40.54, -1.86], [-21.50, -40.99, -0.77], [-21.86, -42.04, 0.12], [-22.26, -43.31, -0.43], [-24.52, -42.31, -3.95], [-24.08, -40.62, -4.17], [-25.06, -41.12, -2.82], [-23.35, -40.02, -1.29], [-22.18, -39.80, -2.55], [-21.09, -40.20, -0.14], [-20.61, -41.31, -1.31], [-21.87, -43.95, 0.36], [-21.84, -43.53, -1.41], [-23.32, -43.56, -0.47], [-18.28, -44.45, -5.51], [-17.01, -44.43, -4.83], [-16.94, -45.41, -3.75], [-15.61, -46.12, -3.90], [-14.61, -45.14, -3.91], [-13.32, -45.80, -4.18], [-19.10, -44.56, -4.80], [-18.36, -45.15, -6.34], [-18.46, -43.45, -5.93], [-17.81, -46.07, -3.80], [-16.98, -44.99, -2.75], [-15.61, -46.78, -4.77], [-15.50, -46.82, -3.06], [-13.06, -46.64, -3.55], [-12.61, -44.98, -4.05], [-13.24, -46.14, -5.22], [-20.49, -33.43, -9.34], [-20.98, -33.86, -8.10], [-20.01, -34.15, -7.09], [-19.00, -32.99, -6.77], [-18.07, -32.90, -7.84], [-16.98, -33.78, -7.82], [-21.31, -33.21, -10.03], [-19.92, -34.22, -9.84], [-19.92, -32.50, -9.32], [-19.41, -35.01, -7.39], [-20.47, -34.49, -6.16], [-18.45, -33.17, -5.84], [-19.59, -32.10, -6.59], [-16.23, -33.34, -7.16], [-16.32, -33.80, -8.69], [-17.14, -34.81, -7.51]], "gap_ev": 5.834, "energy_ha": -1704.39627}


Entry 5:
{"formula": "C6H9NS", "method": "ωB97M-V/def2-TZVPD", "elements": ["C", "C", "C", "C", "C", "C", "N", "S", "H", "H", "H", "H", "H", "H", "H", "H", "H"], "positions_angstrom": [[0.68, -1.38, -1.18], [-1.85, 1.74, -0.23], [-3.17, 1.73, 0.47], [-2.01, 0.58, -0.90], [2.43, -0.94, 0.47], [1.07, -1.12, 0.04], [0.29, -1.37, -2.35], [-3.66, 0.09, -0.44], [-1.07, 2.52, 0.02], [0.04, -2.22, -2.72], [-3.08, 1.57, 1.56], [-3.77, 2.60, 0.25], [-1.33, 0.10, -1.60], [3.20, -1.50, -0.26], [2.53, 0.11, 0.52], [2.67, -1.29, 1.41], [0.29, -1.13, 0.79]], "gap_ev": 9.050, "smiles": "C1=CSC1.CC=C=N", "e_above_lowest_kcal_mol": 86.0, "energy_ha": -686.82584}


Entry 6:
{"formula": "C30H36EuN9O", "method": "ωB97M-V/def2-TZVPD", "elements": ["Eu", "C", "C", "C", "C", "C", "N", "C", "C", "C", "C", "C", "C", "C", "N", "C", "C", "C", "N", "C", "C", "N", "C", "C", "C", "N", "H", "H", "H", "H", "H", "H", "H", "H", "H", "H", "H", "H", "H", "H", "H", "H", "H", "H", "N", "C", "C", "C", "C", "N", "H", "H", "H", "H", "H", "H", "H", "H", "H", "H", "H", "H", "N", "C", "O", "C", "C", "C", "N", "C", "C", "H", "H", "H", "H", "H", "H"], "positions_angstrom": [[0.10, -0.58, 0.06], [4.93, 4.93, -1.61], [3.75, 4.08, -1.22], [2.72, 4.58, -0.42], [1.69, 3.77, 0.00], [1.59, 2.42, -0.37], [0.55, 1.60, 0.11], [-0.63, 2.21, 0.58], [-1.37, 3.12, -0.20], [-2.56, 3.66, 0.23], [-3.11, 3.31, 1.47], [-4.43, 3.88, 1.92], [-2.41, 2.41, 2.25], [-1.18, 1.89, 1.82], [-0.48, 1.07, 2.77], [-0.22, 1.36, 4.06], [0.41, 0.28, 4.62], [0.50, -0.65, 3.58], [-0.03, -0.18, 2.46], [2.61, 1.94, -1.20], [3.68, 2.75, -1.58], [2.64, 0.58, -1.69], [3.23, 0.17, -2.83], [3.25, -1.21, -2.83], [2.65, -1.57, -1.63], [2.28, -0.49, -0.93], [4.67, 5.99, -1.63], [5.31, 4.66, -2.59], [5.75, 4.81, -0.90], [2.74, 5.61, -0.10], [0.93, 4.18, 0.65], [-0.96, 3.41, -1.16], [-3.08, 4.37, -0.40], [-4.49, 4.94, 1.71], [-4.58, 3.74, 2.99], [-5.26, 3.40, 1.41], [-2.79, 2.11, 3.22], [-0.50, 2.32, 4.47], [0.76, 0.17, 5.63], [0.93, -1.64, 3.60], [4.49, 2.32, -2.16], [3.59, 0.88, -3.55], [3.66, -1.85, -3.59], [2.47, -2.55, -1.23], [-0.40, -0.68, -2.52], [-1.80, -0.48, -3.00], [-2.55, 0.51, -2.10], [-3.75, -0.08, -1.37], [-3.44, -1.27, -0.48], [-2.44, -0.92, 0.57], [0.15, 0.13, -2.80], [0.02, -1.45, -3.03], [-2.29, -1.46, -2.99], [-1.80, -0.15, -4.04], [-2.88, 1.37, -2.67], [-1.84, 0.93, -1.38], [-4.50, -0.40, -2.09], [-4.23, 0.70, -0.77], [-3.04, -2.10, -1.06], [-4.36, -1.63, -0.02], [-2.45, -1.65, 1.28], [-2.77, -0.09, 1.06], [1.27, -7.90, 1.72], [0.81, -7.31, 0.60], [0.47, -7.89, -0.40], [0.68, -5.80, 0.63], [-0.25, -5.24, -0.24], [-0.37, -3.87, -0.29], [0.37, -3.04, 0.47], [1.27, -3.59, 1.29], [1.45, -4.95, 1.41], [1.31, -8.91, 1.73], [1.36, -7.42, 2.59], [-0.83, -5.88, -0.89], [-1.08, -3.41, -0.97], [1.89, -2.91, 1.87], [2.22, -5.33, 2.08]], "spin_multiplicity": 7, "gap_ev": [6.005, 6.921], "charge": 2, "e_above_lowest_kcal_mol": 0.0, "energy_ha": -2442.77902}


Entry 7:
{"formula": "C15H26N5O2Ru", "method": "ωB97M-V/def2-TZVPD", "elements": ["Ru", "N", "C", "C", "N", "C", "C", "N", "H", "H", "H", "H", "H", "H", "H", "H", "H", "H", "H", "H", "H", "O", "C", "O", "C", "C", "C", "C", "C", "N", "H", "H", "H", "H", "C", "C", "C", "C", "C", "N", "H", "H", "H", "H", "H", "H", "H", "H", "H"], "positions_angstrom": [[-0.19, 0.72, -0.58], [1.74, 1.48, -1.24], [2.57, 2.20, -0.22], [2.07, 3.63, 0.02], [0.71, 3.64, 0.48], [-0.36, 4.40, -0.10], [-1.60, 3.54, -0.38], [-1.32, 2.42, -1.34], [2.26, 0.64, -1.52], [1.71, 2.05, -2.09], [3.60, 2.28, -0.57], [2.56, 1.62, 0.70], [2.15, 4.25, -0.87], [2.68, 4.08, 0.82], [0.51, 3.14, 1.36], [0.00, 4.90, -1.00], [-0.64, 5.16, 0.64], [-2.35, 4.21, -0.81], [-2.01, 3.12, 0.54], [-0.95, 2.83, -2.20], [-2.23, 2.04, -1.62], [-1.27, 0.80, 3.32], [-1.22, 0.67, 2.15], [-0.25, 1.21, 1.36], [-2.25, -0.08, 1.33], [-3.35, -0.64, 1.93], [-4.28, -1.30, 1.12], [-4.06, -1.37, -0.24], [-2.92, -0.78, -0.77], [-2.03, -0.14, -0.01], [-3.47, -0.56, 3.00], [-5.16, -1.75, 1.56], [-4.75, -1.87, -0.90], [-2.71, -0.84, -1.84], [1.06, -4.18, 1.08], [1.72, -3.55, -0.16], [1.40, -4.35, -1.44], [3.24, -3.39, 0.04], [1.15, -2.20, -0.31], [0.70, -1.14, -0.40], [1.47, -5.18, 1.20], [-0.02, -4.27, 0.95], [1.27, -3.61, 1.98], [1.82, -5.34, -1.32], [1.85, -3.89, -2.32], [0.32, -4.45, -1.59], [3.66, -4.39, 0.16], [3.47, -2.82, 0.93], [3.71, -2.93, -0.83]], "spin_multiplicity": 5, "gap_ev": [8.843, 6.239], "charge": 3, "energy_ha": -1105.27142}


Entry 8:
{"formula": "C4H10FP", "method": "ωB97M-V/def2-TZVPD", "elements": ["C", "C", "C", "C", "F", "P", "H", "H", "H", "H", "H", "H", "H", "H", "H", "H"], "positions_angstrom": [[1.04, -0.70, -1.42], [0.50, -0.90, 0.94], [-2.01, 0.96, 0.17], [0.60, -0.02, -0.18], [2.05, 0.80, 0.27], [-0.32, 1.52, -0.23], [1.40, 0.10, -2.18], [1.97, -1.19, -1.33], [0.39, -1.53, -1.76], [1.39, -1.33, 1.21], [-0.34, -1.70, 0.70], [0.22, -0.25, 1.89], [-1.92, 0.09, 0.94], [-2.49, 0.66, -0.70], [-2.55, 1.71, 0.54], [0.08, 1.78, 1.14]], "gap_ev": 10.094, "e_above_lowest_kcal_mol": 34.8, "energy_ha": -599.53565}


Entry 9:
{"formula": "C3H4NOP", "method": "ωB97M-V/def2-TZVPD", "elements": ["C", "C", "C", "N", "O", "P", "H", "H", "H", "H"], "positions_angstrom": [[1.27, 0.95, 0.79], [0.32, 0.19, 0.57], [-0.48, -1.05, 0.33], [4.29, 0.11, 0.91], [2.70, -0.24, -1.48], [3.27, 0.01, -0.16], [1.76, 1.89, 1.01], [-0.46, -1.90, 1.12], [0.12, -1.42, -0.56], [-1.49, -0.78, 0.10]], "gap_ev": [8.837, 8.837], "e_above_lowest_kcal_mol": 79.1, "energy_ha": -587.90037}


Entry 10:
{"formula": "C26H42Br6O10", "method": "ωB97M-V/def2-TZVPD", "elements": ["O", "C", "O", "C", "C", "C", "H", "H", "H", "H", "H", "H", "O", "C", "O", "C", "C", "C", "H", "H", "H", "H", "H", "H", "O", "C", "O", "C", "C", "C", "H", "H", "H", "H", "H", "H", "O", "C", "O", "C", "C", "C", "H", "H", "H", "H", "H", "H", "O", "C", "O", "C", "C", "C", "H", "H", "H", "H", "H", "H", "Br", "C", "C", "Br", "H", "H", "H", "H", "Br", "C", "C", "Br", "H", "H", "H", "H", "Br", "C", "C", "Br", "H", "H", "H", "H"], "positions_angstrom": [[1.00, 2.87, 5.60], [-0.18, 2.67, 5.71], [-1.04, 2.85, 4.71], [-2.39, 2.60, 5.13], [-2.35, 2.69, 6.70], [-0.95, 2.10, 6.89], [-2.69, 1.61, 4.71], [-3.06, 3.32, 4.64], [-3.16, 2.21, 7.21], [-2.27, 3.80, 6.85], [-0.90, 1.02, 6.81], [-0.54, 2.35, 7.88], [-5.57, 2.37, -1.62], [-5.61, 1.23, -1.29], [-4.57, 0.35, -1.50], [-4.75, -0.93, -0.82], [-6.10, -0.76, -0.02], [-6.76, 0.48, -0.70], [-3.86, -1.20, -0.27], [-4.80, -1.68, -1.61], [-5.94, -0.60, 1.06], [-6.72, -1.64, -0.11], [-7.27, 1.13, 0.00], [-7.32, 0.24, -1.64], [-1.25, 2.35, -7.25], [-1.85, 2.33, -6.21], [-2.11, 3.50, -5.53], [-2.52, 3.21, -4.25], [-3.20, 1.80, -4.33], [-2.34, 1.16, -5.43], [-3.20, 3.99, -3.98], [-1.73, 3.43, -3.52], [-4.21, 1.98, -4.64], [-3.09, 1.28, -3.40], [-2.93, 0.50, -6.08], [-1.55, 0.64, -4.91], [3.80, 1.05, -0.11], [4.07, 1.80, -0.98], [4.63, 1.32, -2.17], [4.50, 2.25, -3.26], [3.88, 3.48, -2.63], [3.99, 3.24, -1.14], [3.83, 1.72, -3.99], [5.45, 2.39, -3.68], [2.84, 3.55, -2.85], [4.26, 4.44, -3.01], [3.04, 3.61, -0.61], [4.79, 3.78, -0.68], [0.83, -4.43, -0.97], [1.98, -4.24, -1.33], [3.07, -4.98, -1.04], [4.26, -4.34, -1.65], [3.85, -3.26, -2.64], [2.43, -3.02, -2.15], [4.93, -5.15, -2.01], [4.80, -3.91, -0.81], [3.87, -3.59, -3.69], [4.43, -2.35, -2.49], [1.69, -2.79, -2.92], [2.33, -2.21, -1.38], [-2.28, -6.17, 1.11], [-0.81, -6.43, 2.37], [0.05, -5.14, 2.44], [-0.83, -3.66, 3.46], [-0.22, -7.24, 1.98], [-1.21, -6.78, 3.34], [0.33, -4.78, 1.48], [0.99, -5.26, 3.05], [0.98, 0.67, -2.58], [0.19, 0.83, -0.83], [0.33, -0.49, -0.09], [-0.47, -0.04, 1.71], [-0.88, 0.98, -1.04], [0.64, 1.67, -0.29], [1.35, -0.69, 0.11], [-0.25, -1.31, -0.48], [3.71, -1.63, 1.92], [4.45, 0.00, 2.82], [3.61, 0.08, 4.06], [4.44, 1.60, 5.04], [4.30, 0.78, 2.04], [5.47, -0.31, 3.02], [3.75, -0.76, 4.74], [2.59, 0.45, 4.02]], "gap_ev": 10.037, "smiles": "O=C1CCCO1.O=C1CCCO1.O=C1CCCO1.O=C1CCCO1.O=C1CCCO1.BrCCBr.BrCCBr.BrCCBr", "e_above_lowest_kcal_mol": 9.3, "energy_ha": -17212.39761}